ORCA calculation (ωB97M-V/def2-TZVPD) on a structure of composition C36H35N5O3PdS in a non-equilibrium geometry.

XYZ file:
```
81
Properties=species:S:1:pos:R:3:forces:R:3:mulliken_charge:R:1
Pd -0.569 -1.037 0.200 1.1 0.6 0.0 0.4977
N -1.902 5.522 -3.725 0.0 -0.1 0.0 -0.3907
C -1.702 4.548 -3.150 0.0 0.2 -0.1 -0.3532
C -1.463 3.332 -2.431 0.1 -0.2 0.2 0.6832
C -1.201 2.147 -3.114 0.0 0.0 0.0 -0.7502
C -1.015 0.994 -2.378 0.0 0.0 -0.1 -0.7764
N -1.067 0.978 -1.045 0.0 -0.7 0.0 1.1910
C -1.259 2.120 -0.392 -0.1 0.1 0.0 -0.7461
C -1.481 3.320 -1.041 0.0 0.0 -0.1 -0.9234
H -1.151 2.129 -4.194 0.0 0.0 0.0 0.5799
H -0.824 0.047 -2.867 0.0 0.0 0.0 0.6212
H -1.230 2.081 0.688 0.0 0.0 0.0 0.6471
H -1.656 4.225 -0.477 0.0 0.0 0.0 0.5561
S 1.094 -4.415 3.147 -0.1 0.2 -0.1 -0.1231
C -0.255 -4.990 2.268 0.1 0.0 0.0 -0.3583
C -0.825 -3.971 1.578 -0.1 -0.1 0.1 -0.7046
N -0.208 -2.760 1.740 -0.1 0.5 -0.5 0.7379
C 0.820 -2.849 2.536 0.0 -0.1 0.2 -0.4581
H -0.551 -6.025 2.299 0.0 0.0 0.0 0.4550
H -1.702 -4.043 0.954 0.1 0.0 0.1 0.1644
H 1.433 -2.003 2.808 0.1 0.0 0.0 0.4046
C -2.289 -0.672 3.848 -0.2 0.0 0.0 -1.3252
C -3.593 -0.039 3.346 0.2 0.1 -0.1 0.1603
C -3.325 1.370 2.793 -0.1 -0.1 0.1 -1.1553
C -4.340 -0.879 2.334 0.2 0.1 -0.1 0.5638
C -5.644 -1.217 2.577 0.0 0.0 0.1 -0.9204
C -6.396 -1.941 1.651 -0.1 0.0 0.0 -1.0411
C -5.830 -2.357 0.444 0.0 -0.1 -0.1 -0.9580
C -4.529 -2.078 0.117 0.2 0.0 -0.1 0.3188
C -4.062 -2.443 -1.277 0.2 0.2 0.0 0.5556
C -2.756 -3.237 -1.388 -0.3 -0.1 0.0 -1.2771
C -4.019 -1.174 -2.141 0.0 -0.1 0.0 -1.3239
C -3.727 -1.303 1.069 -0.2 0.0 0.1 0.2552
O -2.529 -0.964 0.818 -1.1 -0.3 0.1 0.8452
H -2.002 -0.206 4.791 0.0 0.0 0.0 0.4928
H -1.486 -0.510 3.137 0.1 -0.1 -0.1 -0.0277
H -2.400 -1.745 4.016 0.0 0.0 0.0 0.3455
H -4.258 0.067 4.205 0.0 -0.1 0.0 0.7388
H -2.707 1.300 1.902 0.0 0.0 -0.1 -0.1565
H -2.796 1.965 3.538 0.0 0.0 0.0 0.4323
H -4.251 1.882 2.531 0.0 0.0 0.0 0.4362
H -6.109 -0.904 3.504 0.0 0.0 0.0 0.4726
H -7.432 -2.168 1.861 0.0 0.0 0.0 0.4211
H -6.444 -2.903 -0.261 0.0 0.0 0.0 0.4784
H -4.840 -3.091 -1.687 0.0 0.0 0.0 0.6963
H -1.871 -2.616 -1.259 0.1 0.1 0.1 -0.0320
H -2.691 -3.668 -2.387 0.0 0.0 0.0 0.5060
H -2.729 -4.062 -0.677 0.0 0.0 -0.1 0.3949
H -3.309 -0.463 -1.726 0.1 0.1 0.0 0.0685
H -4.997 -0.693 -2.178 0.0 0.0 0.0 0.4146
H -3.716 -1.423 -3.159 0.0 0.0 0.0 0.4181
O 1.449 -2.049 -0.348 -0.1 -0.1 -0.2 -0.6299
C 2.051 -0.971 -0.267 -0.1 0.4 -0.2 -0.3303
N 3.372 -0.729 -0.426 0.5 0.1 0.1 0.1546
C 3.608 0.701 -0.552 -1.0 0.0 0.4 2.8582
C 2.126 1.242 -0.245 0.1 0.2 -0.1 -0.5363
O 1.814 2.412 -0.254 0.2 -0.2 0.2 -0.6108
N 1.357 0.167 -0.014 -0.3 -0.7 0.4 0.3099
C 4.559 1.242 0.477 0.0 -0.4 -0.7 -0.3378
C 5.506 0.385 1.086 0.4 0.1 0.2 -0.3558
C 6.454 0.914 1.917 -0.1 -0.5 -0.1 -0.7588
C 6.465 2.299 2.203 0.0 0.3 0.0 -0.3501
C 5.518 3.154 1.625 -0.2 -0.1 -0.1 -0.9523
C 4.574 2.636 0.778 0.2 0.6 0.1 -0.0150
C 4.090 1.114 -1.947 0.4 0.1 0.0 0.0207
C 4.920 0.244 -2.662 0.2 0.2 0.2 -0.2966
C 5.436 0.624 -3.888 0.0 -0.2 0.0 -1.0000
C 5.136 1.869 -4.423 -0.1 0.1 0.0 -0.4304
C 4.311 2.735 -3.721 -0.1 -0.1 -0.1 -1.0025
C 3.792 2.363 -2.491 -0.1 0.2 0.1 -0.0172
H 4.017 -1.428 -0.752 -0.2 -0.1 -0.2 0.3437
H 5.506 -0.674 0.871 0.0 0.0 0.0 0.4333
H 7.206 0.267 2.349 0.0 0.1 0.1 0.4543
H 7.200 2.702 2.889 0.0 0.0 0.0 0.4476
H 5.507 4.208 1.862 0.1 0.0 0.0 0.4608
H 3.811 3.279 0.364 0.0 -0.1 -0.1 0.4203
H 5.195 -0.725 -2.267 0.0 0.0 0.0 0.2629
H 6.082 -0.057 -4.425 0.0 0.0 0.0 0.4245
H 5.539 2.160 -5.383 0.0 0.0 0.0 0.4339
H 4.061 3.703 -4.135 0.0 0.0 0.0 0.4470
H 3.129 3.037 -1.969 0.0 0.0 0.1 0.4003
```
Forces are in eV/Å.

Energy (eV): -65791.080
Charge: +2
ΔE to the lowest compared entry with this formula, charge and spin (kJ/mol): 79.07
Spin multiplicity: 5



ORCA calculation (ωB97M-V/def2-TZVPD) on a structure of composition C36H36AsCl3OSSb2V.

XYZ file:
```
81
Properties=species:S:1:pos:R:3:forces:R:3:mulliken_charge:R:1
V -0.218 0.641 0.315 0.0 -0.2 -0.5 0.4822
C 1.397 -1.188 3.780 0.0 0.0 0.0 -1.4089
Sb 0.536 0.572 2.942 0.1 -0.1 0.4 0.8235
C 1.803 2.004 3.906 0.0 0.0 0.0 -1.3346
C -1.109 0.748 4.341 0.0 0.0 0.0 -1.5839
C -2.217 -0.232 4.078 0.0 0.0 0.0 0.7869
C -2.071 -1.540 4.546 0.0 0.0 0.0 -0.3303
C -3.027 -2.512 4.311 0.0 0.0 0.0 -0.8563
C -4.172 -2.182 3.602 0.0 0.0 0.0 -0.7922
C -4.342 -0.886 3.148 0.0 0.0 0.0 -0.5723
C -3.384 0.105 3.370 0.0 0.0 0.0 0.7431
C -3.630 1.479 2.813 0.0 0.0 0.0 -1.5566
Sb -2.707 1.642 0.868 -0.2 0.0 0.0 0.8086
C -3.287 3.633 0.345 0.0 0.0 0.0 -1.2732
C -4.131 0.558 -0.275 0.0 0.0 0.0 -1.2107
H 1.399 -1.112 4.868 0.0 0.0 0.0 0.5164
H 2.419 -1.305 3.423 0.0 0.0 0.0 0.3651
H 0.807 -2.048 3.466 0.0 0.0 0.0 0.3786
H 1.828 1.819 4.981 0.0 0.0 0.0 0.3821
H 1.431 3.013 3.725 0.0 0.0 0.0 0.3908
H 2.815 1.932 3.508 0.0 0.0 0.0 0.3561
H -1.444 1.784 4.322 0.0 0.0 0.0 0.4359
H -0.665 0.567 5.321 0.0 0.0 0.0 0.6991
H -1.179 -1.795 5.109 0.0 0.0 0.0 0.3659
H -2.878 -3.519 4.679 0.0 0.0 0.0 0.4216
H -4.933 -2.928 3.409 0.0 0.0 0.0 0.4092
H -5.243 -0.624 2.604 0.0 0.0 0.0 0.3834
H -3.232 2.272 3.446 0.0 0.0 0.0 0.5469
H -4.699 1.658 2.691 0.0 0.0 0.0 0.7084
H -4.367 3.750 0.435 0.0 0.0 0.0 0.4094
H -2.989 3.830 -0.686 0.0 0.0 0.0 0.3306
H -2.788 4.354 0.993 0.0 0.0 0.0 0.3766
H -5.110 1.034 -0.230 0.0 0.0 0.0 0.4939
H -4.179 -0.460 0.106 0.0 0.0 0.0 0.2930
H -3.772 0.522 -1.303 0.0 0.0 0.0 0.2753
S -1.162 -1.602 0.661 0.0 0.2 0.1 -0.1205
C -0.590 -2.565 -0.701 0.0 -0.1 -0.1 -0.0580
C -1.313 -3.718 -1.041 0.0 0.0 -0.1 -0.7306
C -0.887 -4.560 -2.053 0.0 0.0 0.0 -0.5838
C 0.281 -4.287 -2.758 0.0 0.0 0.0 -0.8423
C 1.006 -3.153 -2.439 0.0 0.0 0.1 0.0810
C 0.572 -2.289 -1.434 -0.1 -0.1 -0.1 -0.4256
As 1.590 -0.729 -0.949 0.0 0.0 0.1 1.3011
C 3.234 -1.557 -0.333 0.1 0.0 0.0 0.4083
C 3.129 -2.339 0.815 0.0 0.0 0.0 -0.9057
C 4.252 -2.952 1.349 0.0 0.0 0.0 -0.7098
C 5.489 -2.787 0.739 0.0 0.0 0.0 -0.5223
C 5.597 -2.013 -0.407 0.0 0.0 0.0 -0.6892
C 4.472 -1.398 -0.944 0.0 0.0 0.0 -0.2173
C 2.062 0.148 -2.606 0.0 0.0 -0.1 0.3883
C 1.346 -0.081 -3.777 0.0 0.0 0.0 -0.8219
C 1.565 0.715 -4.894 0.0 0.0 0.0 -0.6009
C 2.498 1.743 -4.850 0.0 0.0 0.0 -0.5352
C 3.214 1.975 -3.684 0.0 0.0 0.0 -0.8677
C 2.990 1.187 -2.565 0.0 0.0 0.0 -0.4032
H -2.217 -3.943 -0.489 0.0 0.0 0.0 0.5057
H -1.469 -5.442 -2.292 0.0 0.0 0.0 0.3665
H 0.621 -4.951 -3.543 0.0 0.0 0.0 0.4037
H 1.923 -2.931 -2.972 0.0 0.0 0.0 0.4708
H 2.159 -2.477 1.282 0.0 0.0 0.0 0.6772
H 4.160 -3.565 2.237 0.0 0.0 0.0 0.4221
H 6.367 -3.268 1.153 0.0 0.0 0.0 0.3704
H 6.558 -1.891 -0.892 0.0 0.0 0.0 0.4153
H 4.562 -0.808 -1.847 0.0 0.0 0.0 0.3949
H 0.589 -0.853 -3.810 0.0 0.0 0.0 0.3958
H 0.989 0.540 -5.794 0.0 0.0 0.0 0.4011
H 2.656 2.371 -5.718 0.0 0.0 0.0 0.4234
H 3.935 2.782 -3.639 0.0 0.0 0.0 0.4103
H 3.527 1.400 -1.648 0.0 0.0 0.0 0.5308
Cl -0.070 5.730 -4.831 0.0 0.0 0.0 -0.2552
C -0.333 4.309 -3.863 0.0 0.0 0.0 0.1758
C 0.242 4.220 -2.611 0.0 0.0 0.0 -0.9570
C 0.024 3.071 -1.877 0.0 -0.1 0.0 1.1161
Cl 0.758 2.936 -0.283 0.0 0.0 0.0 -0.3467
C -0.733 1.965 -2.307 0.0 0.0 -0.1 -0.4660
O -0.907 0.884 -1.612 0.1 0.2 0.1 -0.2721
C -1.298 2.137 -3.595 0.0 0.0 0.1 0.3153
Cl -2.238 0.827 -4.223 0.0 0.0 0.0 -0.2237
C -1.108 3.271 -4.357 0.0 0.0 0.0 -0.6119
H 0.851 5.023 -2.218 0.0 0.0 0.0 0.4689
H -1.556 3.341 -5.339 0.0 0.0 0.0 0.4600
```
Forces are in eV/Å.

Energy (eV): -187969.040
ΔE to the lowest compared entry with this formula, charge and spin (kJ/mol): 0.00
Spin multiplicity: 4